No. 1
14
Properties=species:S:1:pos:R:3:forces:R:3 method="wB97M-V/def2-TZVPD" homo_energy_ev="-8.481 / -8.481" charge=0 de_lowest_kcal_mol=104.0 homo_lumo_gap_ev="8.832 / 8.833"
C 0.95620 0.57591 0.18297 -0.06 0.05 0.06
C 1.06212 -0.88974 -0.25756 0.24 0.22 -0.18
O 0.09017 -1.70684 0.32680 -0.01 -0.20 -0.10
C -1.78348 -0.56807 0.25292 -0.39 0.38 -0.06
O -1.45705 0.64109 0.55525 -0.17 -0.25 0.19
C -0.36148 1.22416 -0.20584 0.16 0.16 -0.13
H 1.08195 0.64763 1.26881 -0.02 0.00 -0.08
H 1.75891 1.16232 -0.28122 -0.09 -0.08 0.03
H 0.99710 -0.91366 -1.36169 -0.01 -0.01 0.08
H 2.06875 -1.26010 -0.01085 -0.22 -0.02 0.05
H -2.47790 -0.96116 1.00790 0.08 0.17 0.02
H -0.93384 -1.35078 -0.24334 0.47 -0.28 0.05
H -0.39524 2.28188 0.05634 0.04 -0.08 -0.05
H -0.57490 1.10396 -1.27332 -0.04 -0.05 0.14

No. 2
112
Properties=species:S:1:pos:R:3:forces:R:3 method="wB97M-V/def2-TZVPD" homo_energy_ev=-2.624 charge=-1 homo_lumo_gap_ev=4.713
C 2.07538 -3.42992 1.09204 -0.16 -0.08 -0.35
C 0.71064 -4.22562 1.48762 1.09 1.25 -0.72
C -0.24088 -4.15078 0.20134 -0.68 -0.33 0.24
C -1.80350 -3.92659 0.54752 -0.12 -1.73 -1.55
C -2.36241 -5.41682 0.89094 -0.94 1.39 0.31
C -2.59541 -3.40637 -0.75910 -1.00 1.45 1.94
C -4.20275 -3.54778 -0.52108 0.86 0.46 -0.68
C -4.75545 -2.79787 0.77876 -1.67 -1.12 -0.06
C -5.96672 -3.71416 1.37208 0.19 0.64 0.64
C -7.40225 -3.25633 0.88751 -0.86 1.63 -0.12
O -7.73283 -2.12959 0.50600 1.38 -3.38 0.98
O -8.44117 -4.26436 0.94461 1.01 0.88 0.85
C -2.37379 -1.84858 -1.02566 -2.13 -1.76 1.28
Br -1.08560 -1.69155 -2.57591 0.15 0.58 0.23
C -2.00498 -0.94211 0.21547 1.59 -0.17 -0.54
C -0.47287 -0.89675 0.64556 -0.41 0.85 1.12
Br -2.48052 0.96402 -0.31185 -0.07 -0.34 0.18
H 2.25640 -3.48468 -0.04383 -0.31 -0.12 1.67
H 2.99392 -3.88436 1.59184 -1.12 0.86 -0.43
H 1.96584 -2.30499 1.30602 0.33 -1.73 -0.09
H 0.25555 -3.67928 2.39114 0.51 -1.00 -1.24
H 1.01015 -5.28306 1.78413 -0.67 1.29 -0.36
H -0.19207 -5.17323 -0.31691 -0.06 1.49 0.52
H 0.12899 -3.38488 -0.57184 -0.54 -1.03 1.37
H -1.98679 -3.31760 1.49282 0.62 -0.45 -0.74
H -2.62392 -5.95192 -0.07845 0.68 0.54 1.20
H -3.35946 -5.24313 1.43813 1.34 -0.59 -0.57
H -1.66318 -5.99590 1.57470 -0.81 0.61 -0.93
H -4.74325 -3.07692 -1.42487 0.82 -0.68 1.21
H -4.52476 -4.65340 -0.54661 0.53 1.60 0.32
H -5.19141 -1.77407 0.49804 0.74 -1.42 0.55
H -4.02254 -2.68798 1.63616 -0.63 -0.17 -1.25
H -5.77603 -4.83312 1.19818 -0.50 1.73 -0.02
H -5.93270 -3.59288 2.51948 -0.50 -0.12 -1.54
H -8.69695 -4.39950 1.88743 0.48 0.09 -0.97
H -3.36932 -1.45381 -1.44247 1.75 -0.47 0.42
H -2.61466 -1.13315 1.15598 0.51 0.12 -1.61
H 0.27547 -0.89749 -0.20361 -1.13 -0.32 0.91
H -0.31441 0.09598 1.20802 -0.21 -1.47 -0.77
H -0.30193 -1.71386 1.42490 -0.04 0.89 -1.35
F -4.10920 7.49521 0.78751 -0.17 0.19 -0.02
C -3.14219 6.61289 1.10037 0.63 -0.62 0.19
C -3.21697 5.31862 0.61108 -0.14 0.06 -0.07
C -2.21450 4.40885 0.93084 0.08 0.23 0.11
C -1.15492 4.80166 1.74493 0.00 0.01 0.01
C -1.09347 6.10292 2.23440 -0.17 -0.20 -0.18
C -2.08992 7.01573 1.90584 -0.06 0.25 0.05
H -4.05344 5.02912 -0.01418 0.04 0.03 0.02
H -2.25863 3.39467 0.54711 -0.01 0.19 0.10
H -0.37575 4.09000 1.99735 -0.09 0.05 -0.04
H -0.26988 6.40630 2.87173 -0.08 0.02 -0.06
H -2.05375 8.03553 2.27073 -0.04 -0.04 -0.01
F 2.19982 -2.72507 -4.74886 0.04 -0.09 0.02
C 2.16406 -1.65588 -5.55732 -0.02 0.64 -0.34
C 1.17826 -0.69846 -5.37710 -0.02 0.02 0.29
C 1.14557 0.41202 -6.21277 0.31 -0.17 -0.12
C 2.09136 0.54750 -7.22628 -0.03 0.04 -0.02
C 3.07328 -0.42307 -7.40116 -0.23 0.05 0.15
C 3.11412 -1.52888 -6.55859 0.11 -0.18 -0.03
H 0.44479 -0.82424 -4.58872 0.08 0.00 -0.04
H 0.38323 1.17078 -6.07545 0.02 -0.13 0.03
H 2.06167 1.41264 -7.88078 0.01 -0.08 0.05
H 3.80673 -0.31842 -8.19343 -0.04 -0.03 0.09
H 3.87674 -2.29010 -6.67418 -0.06 0.01 0.03
F 4.47030 -0.45190 -0.41811 -0.05 0.07 -0.01
C 5.43214 -1.32940 -0.09747 0.49 -0.51 0.16
C 5.36295 -2.62392 -0.58658 -0.18 -0.06 -0.18
C 6.36288 -3.53236 -0.25821 0.11 0.30 0.17
C 7.41548 -3.13890 0.56473 0.01 -0.05 0.00
C 7.47189 -1.83727 1.05434 -0.17 -0.19 -0.16
C 6.47772 -0.92493 0.71722 -0.16 0.12 -0.02
H 4.53214 -2.91444 -1.21863 0.02 0.06 0.04
H 6.32213 -4.54578 -0.64197 -0.05 0.10 0.03
H 8.19320 -3.84988 0.82418 -0.07 0.07 -0.02
H 8.28963 -1.53330 1.69824 -0.09 0.02 -0.08
H 6.50969 0.09261 1.08085 -0.07 -0.09 -0.13
F -1.95770 10.81575 7.01901 0.10 0.11 0.08
C -2.78929 9.97993 6.37473 -0.48 -0.49 -0.38
C -3.09099 10.21349 5.04268 0.10 0.14 -0.06
C -3.94793 9.34535 4.37441 0.00 -0.11 0.30
C -4.50116 8.26024 5.04896 -0.05 -0.03 -0.05
C -4.19454 8.03888 6.38794 0.07 0.21 -0.22
C -3.32924 8.90017 7.05404 0.06 0.02 0.18
H -2.65706 11.06790 4.53668 0.01 -0.04 0.06
H -4.18502 9.51390 3.32961 0.03 0.00 0.09
H -5.17274 7.58604 4.52795 0.09 0.06 0.04
H -4.62937 7.19555 6.91298 0.07 0.08 -0.03
H -3.07242 8.73804 8.09414 0.01 0.05 -0.05
F 8.13031 0.91435 2.26258 0.21 0.16 0.02
C 7.87357 1.05944 3.57412 -0.16 0.10 0.83
C 6.67514 0.59104 4.08903 -0.12 -0.10 -0.17
C 6.41280 0.73711 5.44677 0.32 0.16 -0.02
C 7.34655 1.35901 6.27159 -0.03 -0.01 0.04
C 8.54417 1.82960 5.74194 -0.24 -0.15 -0.09
C 8.81246 1.67435 4.38638 0.16 0.05 -0.13
H 5.95704 0.11703 3.43046 0.06 0.00 0.03
H 5.48177 0.36753 5.86172 0.07 0.03 -0.09
H 7.13880 1.47632 7.33003 0.02 -0.01 -0.10
H 9.26868 2.31738 6.38480 -0.04 -0.05 -0.09
H 9.74343 2.02676 3.95835 -0.07 -0.01 -0.02
F -1.84214 -1.05488 -5.71954 -0.06 -0.07 -0.26
C -2.02704 -1.88962 -6.75614 -0.10 -0.31 -0.33
C -0.93053 -2.40387 -7.43170 0.11 0.02 0.01
C -1.13216 -3.27106 -8.50025 -0.36 0.10 0.11
C -2.42634 -3.60641 -8.88878 0.03 -0.05 -0.08
C -3.51900 -3.08064 -8.20696 0.29 0.04 0.03
C -3.31927 -2.22215 -7.13156 -0.14 0.09 0.07
H 0.06710 -2.12676 -7.12232 -0.04 -0.01 0.00
H -0.28122 -3.68482 -9.03034 -0.04 0.06 0.07
H -2.58207 -4.27986 -9.72551 0.01 0.06 0.08
H -4.52683 -3.33948 -8.51300 0.08 0.03 0.07
H -4.15867 -1.81074 -6.58384 0.09 0.00 0.02

No. 3
12
Properties=species:S:1:pos:R:3:forces:R:3 method="wB97M-V/def2-TZVPD" homo_energy_ev=-9.994 charge=0 de_lowest_kcal_mol=18.1 homo_lumo_gap_ev=10.572
C 1.47034 0.33968 -0.77609 0.03 0.07 -0.03
C 0.43298 0.71591 0.25760 -0.02 0.25 0.06
O 0.33350 1.84782 0.67621 0.01 -0.37 -0.17
C -0.52258 -0.36802 0.75185 0.02 -0.07 0.06
C -1.68050 -0.56738 -0.20914 -0.09 -0.28 -0.09
O -2.07017 -1.64790 -0.57564 0.20 0.48 0.13
H 1.05168 -0.28985 -1.56907 0.00 0.06 0.16
H 2.27912 -0.22863 -0.30138 -0.16 0.03 -0.02
H 1.88798 1.25426 -1.20177 -0.04 -0.15 0.05
H -0.03659 -1.33543 0.90944 0.00 0.15 -0.06
H -0.94374 -0.00115 1.69548 0.03 -0.07 -0.11
H -2.17390 0.36692 -0.54975 0.02 -0.11 0.03